(1)
DFT (ωB97M-V/def2-TZVPD) results for C33H33N5S2Ti as an isolated structure in a non-equilibrium geometry.

Calculated values
Expectation value of S² ... 2.03
Net charge ... -2
Multiplicity ... 3
LUMO level (spin up / spin down) ... 4.4 / 4.4 eV
E_HOMO (spin up / spin down) ... -0.0030 / -0.0488 hartree

Geometry as XYZ:
```
74
Properties=species:S:1:pos:R:3:mulliken_charge:R:1
Ti -0.15 -0.43 -0.60 -0.049
N 5.83 -8.65 -0.88 -0.662
C 5.16 -7.70 -0.81 0.123
C 4.35 -6.55 -0.72 0.476
C 4.16 -5.73 -1.85 -0.785
C 3.34 -4.62 -1.77 -0.279
C 2.70 -4.27 -0.58 0.496
C 2.92 -5.08 0.55 -0.203
C 3.72 -6.20 0.48 -0.853
C 1.79 -3.11 -0.51 0.532
C 0.63 -3.17 -1.34 -0.186
C 0.24 -4.22 -2.20 -0.605
C -1.01 -3.86 -2.73 -1.084
C -1.34 -2.63 -2.18 -0.691
N -0.36 -2.21 -1.34 0.411
C 2.12 -2.05 0.37 -0.146
C 3.19 -2.02 1.30 -0.708
C 3.16 -0.75 1.91 -1.387
C 2.10 -0.07 1.33 -0.820
N 1.47 -0.83 0.41 0.849
H 4.67 -5.98 -2.77 0.406
H 3.19 -4.00 -2.64 0.499
H 2.42 -4.81 1.47 0.567
H 3.85 -6.84 1.34 0.401
H 0.78 -5.13 -2.39 0.478
H -1.60 -4.43 -3.43 0.395
H -2.22 -2.03 -2.33 0.422
H 3.89 -2.82 1.50 0.517
H 3.82 -0.37 2.67 0.395
H 1.78 0.94 1.52 0.570
C -0.42 3.05 3.01 -1.844
C -0.78 1.89 2.11 -0.084
S -0.49 2.24 0.39 -0.230
C -1.11 0.68 2.60 1.163
C -1.19 0.52 4.11 -1.602
S -1.48 -0.74 1.68 -0.520
H -0.25 3.95 2.42 0.425
H 0.51 2.85 3.57 0.382
H -1.20 3.26 3.75 0.357
H -1.82 1.28 4.57 0.302
H -0.18 0.60 4.54 0.256
H -1.58 -0.47 4.34 0.407
N -1.78 0.41 -1.20 -0.021
C -1.95 1.53 -0.73 0.165
N -2.99 2.45 -0.95 0.260
C -2.95 3.80 -0.44 -0.255
C -4.36 4.38 -0.38 -0.950
C -5.04 4.31 -1.75 -0.695
C -5.03 2.87 -2.25 -0.840
C -3.59 2.35 -2.28 -0.700
H -2.31 4.44 -1.08 0.148
H -2.50 3.78 0.55 0.333
H -4.32 5.41 -0.03 0.381
H -4.94 3.79 0.34 0.342
H -4.50 4.94 -2.46 0.332
H -6.07 4.69 -1.69 0.331
H -5.46 2.79 -3.25 0.349
H -5.61 2.23 -1.58 0.321
H -3.01 2.94 -3.00 0.191
H -3.55 1.30 -2.58 0.501
C 0.94 0.18 -2.43 -1.675
C 1.38 1.55 -2.34 1.012
C 2.60 1.91 -1.75 -0.189
C 3.00 3.23 -1.64 -0.651
C 2.20 4.26 -2.12 -0.553
C 0.98 3.94 -2.72 -0.354
C 0.58 2.62 -2.83 -0.211
H 1.76 -0.54 -2.46 0.459
H 0.24 0.01 -3.26 0.372
H 3.23 1.12 -1.35 0.253
H 3.95 3.47 -1.16 0.363
H 2.51 5.30 -2.03 0.346
H 0.35 4.73 -3.09 0.348
H -0.37 2.37 -3.28 0.196
```

(2)
DFT (ωB97M-V/def2-TZVPD) results for C33H33N6O4SSe2W as an isolated structure.

Calculated values
Net charge ... +1
LUMO level ... -4.7 eV
E_HOMO ... -0.3722 hartree

Geometry as XYZ:
```
80
Properties=species:S:1:pos:R:3:mulliken_charge:R:1
W -0.62 -1.30 0.85 0.107
Se -3.25 -1.11 1.15 0.091
Se -1.60 -3.80 0.67 0.225
C -2.03 -3.15 -1.03 0.477
C -2.56 -3.82 -2.13 -0.948
C -2.78 -3.11 -3.28 -0.410
C -2.48 -1.75 -3.33 -1.134
C -1.96 -1.14 -2.21 -0.400
N -1.74 -1.84 -1.08 0.188
C -2.70 -1.56 2.87 0.476
C -3.45 -1.65 4.03 -0.892
C -2.80 -1.95 5.21 -0.262
C -1.41 -2.11 5.21 -1.164
C -0.73 -2.00 4.03 -0.101
N -1.37 -1.77 2.86 0.450
H -2.77 -4.88 -2.06 0.515
H -3.18 -3.60 -4.16 0.448
H -2.64 -1.17 -4.23 0.574
H -1.72 -0.09 -2.19 0.708
H -4.52 -1.48 3.99 0.523
H -3.36 -2.04 6.13 0.436
H -0.88 -2.31 6.12 0.502
H 0.35 -2.08 3.98 0.397
O 2.12 0.37 -1.00 -0.551
C 1.28 1.26 -1.71 3.016
C -0.07 1.27 -0.99 -1.238
O -0.91 2.10 -1.14 -0.431
O -0.28 0.18 -0.21 -0.495
C 1.92 2.64 -1.79 0.082
C 1.60 3.68 -0.93 -0.182
C 2.30 4.88 -0.99 -1.048
C 3.33 5.04 -1.90 -0.490
C 3.66 4.01 -2.76 -0.890
C 2.95 2.81 -2.71 -0.167
C 0.92 0.71 -3.10 -0.558
C 1.31 -0.56 -3.47 -0.151
C 0.93 -1.08 -4.71 -0.922
C 0.16 -0.32 -5.57 -0.622
C -0.23 0.97 -5.20 -0.953
C 0.15 1.48 -3.97 -0.173
H 3.04 0.59 -1.21 0.537
H 0.79 3.58 -0.21 0.245
H 2.04 5.68 -0.32 0.427
H 3.87 5.98 -1.94 0.413
H 4.46 4.13 -3.48 0.421
H 3.20 2.02 -3.40 0.433
H 1.92 -1.15 -2.80 0.663
H 1.25 -2.07 -4.99 0.438
H -0.13 -0.71 -6.54 0.448
H -0.82 1.57 -5.88 0.445
H -0.15 2.48 -3.69 0.534
C 1.67 1.38 2.00 -0.987
C 1.93 -0.07 2.23 0.118
C 3.10 -0.53 2.76 -1.203
C 3.03 -1.94 2.83 -0.877
C 1.84 -2.33 2.30 0.325
C 1.38 -3.75 2.24 -1.225
N 1.10 -1.18 1.93 1.618
H 2.64 1.89 1.98 0.537
H 1.08 1.83 2.79 0.267
H 1.18 1.60 1.06 -0.057
H 3.91 0.11 3.07 0.583
H 3.77 -2.62 3.22 0.545
H 2.01 -4.34 2.90 0.440
H 1.45 -4.20 1.24 0.102
H 0.35 -3.90 2.58 0.178
C -3.17 2.40 0.74 -0.340
N -2.39 2.71 1.92 -0.245
C -1.59 1.87 2.61 0.305
N -1.13 2.35 3.81 -0.384
O -1.26 0.73 2.25 -0.193
H -4.20 2.17 1.02 0.250
H -2.74 1.56 0.22 -0.199
H -3.15 3.25 0.07 0.393
H -2.49 3.63 2.30 0.202
H -1.58 3.13 4.25 0.187
H -0.67 1.69 4.41 0.254
S 1.77 -3.94 -2.17 -0.286
C 1.13 -3.01 -1.08 0.701
N 0.63 -2.33 -0.25 -0.047
```

(3)
DFT (ωB97M-V/def2-TZVPD) results for C33H34AsN7PRuS3 as an isolated structure in a non-equilibrium geometry.

Calculated values
Net charge ... +3
LUMO level (spin up / spin down) ... -11.1 / -11.1 eV
E_HOMO (spin up / spin down) ... -0.5503 / -0.5509 hartree

Geometry as XYZ:
```
80
Properties=species:S:1:pos:R:3:mulliken_charge:R:1
Ru 0.11 0.38 0.28 0.684
C 5.45 -1.00 1.03 -0.791
N 4.28 -0.35 0.44 0.141
C 4.32 0.60 -0.54 -0.429
C 3.02 0.96 -0.79 -1.031
N 2.21 0.25 0.03 0.938
C 2.98 -0.54 0.77 -0.129
P 2.37 -1.59 2.12 -0.357
C 0.96 -2.29 1.18 -0.225
N 0.06 -1.59 0.47 1.168
C -0.80 -2.49 -0.10 -0.982
C -0.40 -3.74 0.25 -0.874
N 0.70 -3.60 1.06 0.097
C 1.43 -4.70 1.69 -0.791
C 1.40 -0.30 2.96 -0.230
N 0.56 0.53 2.35 0.798
C 0.07 1.38 3.30 -0.683
C 0.64 1.06 4.50 -0.791
N 1.47 0.00 4.27 0.133
C 2.26 -0.68 5.30 -0.780
H 6.32 -0.71 0.45 0.325
H 5.33 -2.08 0.98 0.345
H 5.58 -0.68 2.06 0.331
H 5.24 0.94 -0.97 0.492
H 2.65 1.67 -1.51 0.526
H -1.63 -2.19 -0.72 0.664
H -0.81 -4.71 0.01 0.481
H 0.96 -5.63 1.37 0.339
H 1.37 -4.62 2.77 0.341
H 2.46 -4.70 1.37 0.335
H -0.64 2.16 3.08 0.517
H 0.52 1.50 5.48 0.469
H 1.98 -0.28 6.26 0.329
H 3.32 -0.50 5.13 0.324
H 2.06 -1.75 5.28 0.345
S -0.40 0.29 -1.88 -0.199
C -2.10 0.09 -2.06 0.155
C -2.57 -0.37 -3.30 -0.610
C -3.91 -0.65 -3.46 -0.712
C -4.80 -0.44 -2.41 -0.622
C -4.35 0.07 -1.18 -0.314
C -3.01 0.34 -1.01 0.108
As -2.20 1.11 0.56 1.392
C -2.04 2.96 0.10 0.400
C -0.75 3.48 0.13 -0.009
C -0.52 4.79 -0.27 -0.905
C -1.59 5.56 -0.71 -0.603
C -2.87 5.03 -0.75 -0.817
C -3.11 3.73 -0.34 -0.234
C -3.41 0.90 2.02 0.477
C -4.01 2.00 2.62 -0.426
C -4.86 1.80 3.70 -0.726
C -5.09 0.52 4.18 -0.532
C -4.48 -0.58 3.58 -0.740
C -3.63 -0.39 2.50 -0.498
H -1.87 -0.54 -4.11 0.510
H -4.28 -1.05 -4.40 0.450
H -5.85 -0.64 -2.55 0.462
H -5.06 0.25 -0.38 0.549
H 0.09 2.89 0.51 0.268
H 0.48 5.21 -0.23 0.484
H -1.42 6.58 -1.02 0.440
H -3.69 5.64 -1.11 0.444
H -4.11 3.33 -0.38 0.509
H -3.83 3.00 2.25 0.434
H -5.34 2.65 4.17 0.449
H -5.75 0.37 5.02 0.432
H -4.67 -1.57 3.96 0.439
H -3.16 -1.25 2.04 0.407
S 2.12 -1.17 -3.35 -0.339
C 3.03 -1.40 -4.77 0.190
N 2.95 -0.66 -5.86 -0.159
C 3.91 -0.95 -6.93 -0.538
C 4.42 -2.37 -6.68 -0.523
S 4.19 -2.66 -4.89 -0.055
H 2.29 0.10 -5.92 0.202
H 4.72 -0.21 -6.90 0.290
H 3.41 -0.87 -7.90 0.327
H 5.48 -2.47 -6.92 0.382
H 3.86 -3.12 -7.22 0.329
```

Calculated values (kJ/mol) of energy above the lowest of the compared OMol25 structures with the same formula, charge and spin for the records, taken in order: 106.29; 67.09; 63.89.